The following is a quantum chemistry calculation of CH2N4O in the gas phase at a distorted geometry, from the Open Molecules 2025 dataset.

```
8
Properties=species:S:1:pos:R:3
N -0.36 0.67 0.29
O -0.31 -1.45 0.25
H -0.25 1.75 -0.02
C 0.52 -0.50 0.07
N 1.82 -0.40 -0.18
N -1.70 0.31 -0.11
H 1.95 0.62 -0.12
N -1.67 -0.99 -0.17
```

ΔE to the lowest compared entry with this formula, charge and spin in kJ/mol: 291.1
HOMO-LUMO gap in eV: 10.0
Total energy in eV: -9073.281
HOMO level in eV: -10.06

---

The following is a quantum chemistry calculation of C3H5O3V as an isolated structure at a distorted geometry, from the Open Molecules 2025 dataset.

```
12
Properties=species:S:1:pos:R:3
C -1.15 1.42 -0.04
H -2.46 0.04 1.14
O -0.67 -0.85 0.50
H -2.30 -0.30 -0.62
O 0.14 1.15 -0.53
H -1.76 1.91 -0.81
H -0.44 -1.44 -1.52
O 1.29 -1.31 -0.38
C -1.78 0.05 0.28
H -1.19 2.07 0.85
C 0.07 -1.10 -0.61
V 1.48 0.46 0.57
```

Expectation value of S²: 3.757
Multiplicity: 4
Net charge: +1
ΔE to the lowest compared entry with this formula, charge and spin in kJ/mol: 0.0
HOMO-LUMO gap (alpha / beta) in eV: 8.4 / 9.9
Total energy in eV: -35013.217
HOMO level (alpha / beta) in eV: -13.68 / -15.05

---

The following is a quantum chemistry calculation of a 3-piece molecular cluster, C4H13NO3 overall at a distorted geometry, from the Open Molecules 2025 dataset.

```
21
Properties=species:S:1:pos:R:3
H -0.66 -0.97 2.31
H 1.11 -1.01 2.17
H 0.89 -3.18 0.81
C 1.02 -1.44 -0.98
H -1.34 6.21 2.23
N -1.30 -1.98 -1.03
H 1.27 2.60 -3.01
H 1.34 -2.46 -1.27
H -1.60 -1.39 -1.80
H -0.74 -3.27 1.07
O 1.56 -0.46 -1.42
C -0.28 -1.47 -0.15
C 0.03 -2.50 1.01
H 0.35 -2.17 3.19
O 0.51 2.39 -2.47
H -0.56 -0.48 0.20
C 0.23 -1.63 2.24
H -1.15 4.94 3.22
H -0.99 -2.82 -1.52
O -1.52 5.28 2.40
H 1.00 2.18 -1.66
```

ΔE to the lowest compared entry with this formula, charge and spin in kJ/mol: 200.9
HOMO-LUMO gap in eV: 9.9
Total energy in eV: -11990.389
HOMO level in eV: -9.07

---

ΔE to the lowest compared entry with this formula, charge and spin of number 1 (CH2N4O)? 291.1 kJ/mol

---

Look up the total energy of the second one. -35013.217 eV

---

Repeat the first record exactly.
The following is a quantum chemistry calculation of CH2N4O in the gas phase at a distorted geometry, from the Open Molecules 2025 dataset.

```
8
Properties=species:S:1:pos:R:3
N -0.36 0.67 0.29
O -0.31 -1.45 0.25
H -0.25 1.75 -0.02
C 0.52 -0.50 0.07
N 1.82 -0.40 -0.18
N -1.70 0.31 -0.11
H 1.95 0.62 -0.12
N -1.67 -0.99 -0.17
```

ΔE to the lowest compared entry with this formula, charge and spin in kJ/mol: 291.1
HOMO-LUMO gap in eV: 10.0
Total energy in eV: -9073.281
HOMO level in eV: -10.06

---

The highest total energy belongs to which entry? CH2N4O